Below is a cluster of 11 separate species, C37H52Cl4N8O2 in total at a distorted geometry, with properties calculated with ωB97M-V/def2-TZVPD.

Each line ends with the Löwdin spin population.
Cartesian coordinates (Å):
1 Cl -15.5654 7.1418 -15.8185  0.27
2 Cl -18.2844 7.1624 -14.7675  0.18
3 Cl -17.8977 7.4057 -17.5602  0.13
4 Cl -17.2352 4.8976 -16.3065  0.14
5 O -13.9719 -1.2583 -17.0045  0.00
6 O -13.9252 0.5175 -14.9835  0.00
7 N -14.1905 7.4656 -11.9836  0.00
8 N -13.5154 4.0587 -10.1805  0.00
9 N -12.8125 -0.9223 -12.5592  0.00
10 N -10.7924 6.8399 -12.7303  0.00
11 N -18.1247 3.5646 -11.6158  0.00
12 N -11.7472 6.2367 -18.2178  0.00
13 N -16.5111 -2.1767 -15.4836  0.00
14 N -9.5302 0.9371 -12.6320  0.00
15 C -12.2569 5.4657 -17.1794  0.01
16 C -14.8512 6.3760 -12.4896  0.00
17 C -14.4234 -0.9804 -18.2492  0.00
18 C -11.9339 -1.7045 -11.8087  0.00
19 C -13.9359 -1.7257 -10.7960  0.00
20 C -10.3610 0.6499 -14.6973  0.00
21 C -13.0626 4.1584 -8.8577  0.00
22 C -8.6116 0.1830 -13.2886  0.00
23 C -17.2521 6.6539 -16.1267  0.17
24 C -15.1033 8.0614 -11.1396  0.00
25 C -18.5772 -3.0678 -15.2035  0.00
26 C -10.8251 5.0392 -11.4664  0.00
27 C -14.4073 2.9353 -14.7782  0.00
28 C -18.1557 -2.5328 -13.9752  0.00
29 C -12.8432 2.0425 -9.4914  0.00
30 C -11.5914 4.2372 -17.1880  0.00
31 C -17.5763 -2.8202 -16.1485  0.00
32 C -12.6546 2.9131 -8.4711  0.00
33 C -11.1870 5.8253 -13.5259  0.00
34 C -16.1507 6.3207 -12.0170  0.00
35 C -18.6514 3.1241 -13.7493  0.00
36 C -18.7873 4.0627 -12.6972  0.00
37 C -16.2250 7.3115 -11.0924  0.00
38 C -14.0323 -0.9180 -11.9050  0.00
39 C -9.1142 -0.0406 -14.5732  0.00
40 C -10.5514 1.2571 -13.4442  0.00
41 C -18.0110 1.9418 -13.2256  0.00
42 C -10.8683 4.2471 -18.3707  0.00
43 C -10.4240 6.3812 -11.5615  0.00
44 C -10.8648 5.5035 -18.9282  0.00
45 C -13.2337 -0.2963 -18.9163  0.00
46 C -14.6761 1.5635 -15.4594  0.00
47 C -16.8614 -2.0215 -14.1836  0.00
48 C -12.6394 -2.2871 -10.7622  0.00
49 C -13.2891 2.7564 -10.6147  0.00
50 C -17.6329 2.3106 -11.9180  0.00
51 C -11.3172 4.7526 -12.7234  0.00
52 H -11.3514 6.0646 -14.5662  0.00
53 H -14.3312 1.7233 -16.4810  0.00
54 H -14.6124 -1.8521 -18.8757  0.00
55 H -9.9806 7.0150 -10.8077  0.00
56 H -12.2222 2.6119 -7.5284  0.00
57 H -11.6215 3.7872 -13.1000  0.00
58 H -13.4291 -0.1905 -19.9834  0.00
59 H -13.8409 4.8269 -10.7497  0.00
60 H -10.9830 0.8309 -15.5615  0.00
61 H -17.0883 7.4819 -10.4663  0.00
62 H -12.6283 -0.2806 -13.3171  0.00
63 H -10.5491 7.7582 -13.0735  0.01
64 H -12.1647 -2.9351 -10.0403  0.00
65 H -14.7066 -1.8293 -10.0464  0.00
66 H -14.0739 2.8002 -13.7493  0.00
67 H -12.0696 7.1662 -18.4460  0.01
68 H -15.3979 -0.4927 -18.2762  0.00
69 H -14.8141 -0.2330 -12.1980  0.00
70 H -14.7867 8.8815 -10.5122  0.00
71 H -12.6123 0.9888 -9.4394  0.00
72 H -15.7083 1.2133 -15.4553  0.00
73 H -12.3247 -0.8826 -18.7818  0.00
74 H -16.9401 5.6806 -12.3825  0.00
75 H -13.9495 -0.1917 -15.6300  0.00
76 H -7.6924 -0.0786 -12.7855  0.00
77 H -14.3435 5.7791 -13.2328  0.00
78 H -18.7218 -2.4605 -13.0583  0.00
79 H -16.1458 -1.5010 -13.5645  0.00
80 H -11.4767 1.6685 -13.0686  0.00
81 H -10.3674 5.8473 -19.8230  0.00
82 H -13.5243 3.4202 -15.1946  0.00
83 H -17.6102 -2.9704 -17.2175  0.00
84 H -19.2974 5.0143 -12.6701  0.01
85 H -15.2243 3.6562 -14.7459  0.00
86 H -13.0317 5.8405 -16.5271  0.01
87 H -18.0763 4.0233 -10.7172  0.00
88 H -10.8800 -1.7422 -12.0418  0.00
89 H -13.4857 -2.0860 -16.9978  0.00
90 H -13.3949 2.4356 -11.6405  0.00
91 H -19.1325 3.1786 -14.7147  0.00
92 H -17.7223 1.0457 -13.7547  0.00
93 H -11.7163 3.4581 -16.4505  0.00
94 H -10.7270 4.3725 -10.6224  0.00
95 H -10.2608 3.4332 -18.7381  0.00
96 H -19.5356 -3.5135 -15.4253  0.00
97 H -9.4175 1.2020 -11.6639  0.00
98 H -15.6519 -1.8024 -15.8602  0.00
99 H -13.0428 5.1040 -8.3363  0.00
100 H -13.0183 0.7305 -18.6209  0.00
101 H -8.5865 -0.4980 -15.3970  0.00
102 H -13.2518 7.8042 -12.1401  0.00
103 H -17.1212 1.7576 -11.1442  0.00

Orbital gap (alpha / beta)   2.199 / 7.424 eV
Spin multiplicity   2
Charge   -1
HOMO (alpha / beta)   -0.34 / -5.56 eV